DFT (the ωB97M-V functional and the def2-TZVPD basis) results for a molecular structure, C19H51ClO20P4Si2 at a distorted geometry.

XYZ file:
```
97
Properties=species:S:1:pos:R:3:mulliken_charge:R:1
C -0.174 2.632 0.490 -0.9011
C 0.609 3.877 0.215 0.8531
O 0.295 4.682 -0.601 -0.5272
O 1.763 3.955 0.990 -0.1745
C 2.201 5.232 1.324 0.3403
O 2.448 6.073 0.514 -0.4862
C 2.385 5.462 2.794 -0.6164
Si 0.997 6.494 3.525 0.4739
O -0.485 5.958 3.044 -0.2490
Si -1.261 4.776 3.940 0.4240
C -0.158 3.237 4.053 -0.7518
C -0.870 1.877 4.017 0.8555
C -0.097 0.834 4.857 -1.2739
Cl -2.537 1.978 4.697 -0.2528
H -0.834 2.480 -0.359 0.3242
H -0.815 2.756 1.357 0.0961
H 0.457 1.747 0.551 0.2825
H 2.468 4.527 3.346 0.3705
H 3.334 5.982 2.915 0.4221
H 1.204 7.912 3.189 -0.2270
H 1.067 6.409 5.004 -0.1406
H -1.454 5.251 5.327 -0.1495
H -2.582 4.497 3.366 -0.1568
H 0.489 3.267 3.171 0.0297
H 0.498 3.321 4.917 0.6352
H -0.890 1.499 3.003 -0.1226
H 0.384 0.140 4.168 0.2361
H 0.683 1.297 5.454 0.3240
H -0.762 0.235 5.468 0.3463
C 5.201 -1.739 -0.071 -0.7480
O 4.606 -0.620 -0.739 -0.5077
P 2.996 -0.714 -1.044 1.2206
O 2.562 -0.910 0.369 -0.6713
O 3.092 -2.099 -1.906 -0.3964
C 3.898 -2.161 -3.087 -0.9595
O 1.396 -0.442 -1.553 -0.1145
C 1.125 0.496 -2.596 -0.6790
H 5.693 -1.353 0.820 0.2615
H 4.467 -2.485 0.215 0.3721
H 5.946 -2.189 -0.728 0.2619
H 4.579 -3.008 -3.008 0.3365
H 4.482 -1.250 -3.226 0.4237
H 3.248 -2.305 -3.951 0.3494
H 1.641 0.211 -3.518 0.2399
H 1.471 1.482 -2.272 0.3283
H 0.054 0.538 -2.782 0.3060
C -4.015 -0.643 -1.150 -0.7065
O -2.930 -1.566 -1.311 -0.3023
P -2.870 -2.388 -2.724 1.3259
O -2.750 -1.231 -3.644 -0.7098
O -4.383 -2.997 -2.600 -0.4135
C -4.789 -3.766 -1.466 -0.7521
O -2.429 -3.529 -3.845 -0.2762
C -1.712 -4.718 -3.460 -0.6251
H -3.578 0.325 -0.918 0.1841
H -4.623 -0.563 -2.046 0.4004
H -4.635 -0.968 -0.313 0.2200
H -5.704 -3.333 -1.063 0.2812
H -4.032 -3.775 -0.679 0.3037
H -4.991 -4.789 -1.783 0.2972
H -2.287 -5.312 -2.743 0.2945
H -0.741 -4.466 -3.031 0.2587
H -1.556 -5.308 -4.358 0.2372
C -3.694 -3.791 3.192 -0.7084
O -4.183 -3.366 4.474 -0.3714
P -3.078 -2.982 5.565 0.8828
O -2.220 -1.917 5.056 -0.3952
O -2.299 -4.426 5.547 -0.3638
C -2.998 -5.667 5.550 -0.7936
O -3.067 -2.876 7.176 -0.2662
C -4.229 -3.252 7.946 -0.6435
H -4.150 -3.148 2.442 0.2509
H -2.612 -3.720 3.121 0.3908
H -4.006 -4.821 3.025 0.2754
H -2.634 -6.274 4.721 0.2685
H -4.075 -5.538 5.440 0.3760
H -2.792 -6.189 6.485 0.2603
H -4.487 -4.300 7.778 0.2887
H -5.081 -2.620 7.698 0.2953
H -3.981 -3.112 8.993 0.2465
C 4.566 -0.166 -6.150 -0.8447
O 3.260 0.402 -5.984 0.0579
P 2.547 0.936 -7.314 0.8487
O 2.421 -0.141 -8.290 -0.7366
O 3.683 2.011 -7.771 -0.3796
C 4.327 2.878 -6.840 -0.6172
O 1.290 1.915 -7.490 -0.3081
C 0.732 2.607 -6.350 -0.5437
H 4.546 -1.168 -5.730 0.2275
H 4.882 -0.220 -7.188 0.4284
H 5.284 0.437 -5.593 0.2948
H 5.406 2.773 -6.956 0.2709
H 4.064 2.648 -5.806 0.2461
H 4.048 3.908 -7.060 0.2564
H 1.476 3.256 -5.883 0.2878
H 0.348 1.898 -5.616 0.2189
H -0.090 3.215 -6.712 0.2743
```

The value obtained for the LUMO energy is -1.937 eV. The calculation puts the largest force on an atom at 7.75 eV/A.

DFT (the ωB97M-V functional and the def2-TZVPD basis) results for 12 unconnected molecules or ions with the total composition C19H52N13O24.

XYZ file:
```
108
Properties=species:S:1:pos:R:3:mulliken_charge:R:1
C 0.496 -0.905 -0.597 -1.1178
C -0.963 -0.627 -0.701 0.5379
O -1.655 -0.207 0.182 -0.5072
O -1.454 -0.865 -1.938 -0.2556
C -2.379 0.141 -2.378 -0.6775
C -1.759 1.541 -2.375 0.0859
C -1.597 2.189 -3.768 -0.9081
C -0.191 2.723 -4.065 -0.8565
C 0.128 4.105 -3.485 -0.6729
C -0.222 4.257 -2.013 -0.4937
N 0.576 5.379 -1.398 0.1264
N 0.234 5.771 -0.071 -0.6486
H 1.028 -0.190 -1.228 0.3173
H 0.830 -0.824 0.431 0.2978
H 0.724 -1.886 -1.013 0.4080
H -2.664 -0.150 -3.385 0.6104
H -3.277 0.106 -1.761 0.1115
H -0.782 1.493 -1.886 -0.1904
H -2.383 2.180 -1.746 0.3219
H -2.322 2.999 -3.890 0.3776
H -1.832 1.449 -4.533 0.5969
H 0.563 1.997 -3.749 0.3722
H -0.087 2.806 -5.148 0.3273
H 1.206 4.278 -3.594 0.4390
H -0.363 4.884 -4.073 0.3171
H -1.265 4.523 -1.842 0.2440
H 0.001 3.362 -1.435 0.4199
H 0.470 6.202 -2.003 0.4508
H 1.564 5.124 -1.386 0.3971
H 0.500 5.031 0.568 0.2983
H -0.760 5.961 -0.036 0.3012
C -2.341 -0.197 3.254 -0.3607
N -1.650 -0.177 4.569 0.9485
O -0.566 0.377 4.634 -0.5696
O -2.208 -0.717 5.499 -0.5557
H -1.723 0.325 2.536 0.2072
H -2.471 -1.239 2.977 0.2496
H -3.304 0.284 3.394 0.0891
C -1.753 -3.283 -4.562 -0.2065
N -1.637 -2.188 -5.561 1.0068
O -1.352 -1.078 -5.149 -0.5802
O -1.846 -2.463 -6.723 -0.5670
H -1.494 -2.880 -3.589 0.0499
H -2.774 -3.646 -4.585 -0.0609
H -1.063 -4.063 -4.872 0.3605
C 3.992 -2.441 2.019 -0.2930
N 3.526 -1.497 0.967 0.9260
O 3.347 -0.335 1.285 -0.5163
O 3.340 -1.940 -0.150 -0.5571
H 4.107 -1.881 2.939 -0.1217
H 3.242 -3.222 2.105 0.3053
H 4.935 -2.861 1.681 0.2689
C -1.574 -4.349 -9.645 -0.5975
N -2.528 -5.351 -10.196 0.8786
O -2.087 -6.430 -10.534 -0.5267
O -3.693 -5.015 -10.265 -0.5205
H -0.584 -4.788 -9.646 0.3087
H -1.628 -3.470 -10.280 0.2679
H -1.907 -4.103 -8.641 0.2052
C 7.699 -2.380 4.610 -0.8247
N 6.267 -1.986 4.629 0.8670
O 5.951 -0.926 4.123 -0.4817
O 5.486 -2.762 5.152 -0.4945
H 8.265 -1.599 4.118 0.3440
H 8.013 -2.504 5.640 0.2735
H 7.763 -3.328 4.084 0.3104
C -6.520 -5.272 -3.763 -0.7275
N -5.172 -4.759 -4.129 0.8216
O -4.793 -4.883 -5.271 -0.5010
O -4.521 -4.230 -3.242 -0.4907
H -6.965 -5.704 -4.651 0.3297
H -6.379 -6.008 -2.978 0.2797
H -7.091 -4.428 -3.389 0.2809
C -4.367 -2.214 -0.530 -0.4323
N -5.736 -1.770 -0.148 1.0231
O -6.478 -1.400 -1.038 -0.5741
O -6.017 -1.807 1.030 -0.5740
H -4.277 -2.129 -1.607 0.2258
H -3.657 -1.577 -0.008 -0.0004
H -4.258 -3.244 -0.206 0.3780
C 2.794 -0.675 5.784 -0.6205
N 3.385 -0.368 7.115 0.9397
O 4.452 0.214 7.144 -0.5356
O 2.757 -0.726 8.090 -0.5531
H 3.475 -0.303 5.026 0.1922
H 2.688 -1.755 5.732 0.2217
H 1.823 -0.189 5.732 0.3573
C 0.315 10.045 -0.770 -0.7027
N -0.577 9.174 -1.584 0.7823
O -0.188 8.038 -1.852 -0.5996
O -1.632 9.625 -1.938 -0.4585
H 1.215 9.490 -0.535 0.3086
H 0.524 10.929 -1.365 0.2978
H -0.240 10.318 0.123 0.2966
C -6.126 1.845 6.037 -0.7267
N -5.133 2.172 4.979 0.8477
O -4.450 3.164 5.112 -0.5199
O -5.066 1.403 4.036 -0.5271
H -6.067 2.610 6.802 0.3087
H -7.102 1.817 5.562 0.2837
H -5.867 0.864 6.423 0.2980
C 11.149 -2.913 8.117 -0.7179
N 10.694 -2.004 7.029 0.8609
O 10.527 -0.834 7.291 -0.5028
O 10.516 -2.505 5.931 -0.5199
H 11.260 -2.327 9.021 0.3063
H 10.395 -3.687 8.226 0.2884
H 12.089 -3.350 7.796 0.2926
```

The value obtained for the LUMO energy is -2.966 eV. The calculation puts the largest force on an atom at 0.73 eV/A. The charge is +1.

DFT (the ωB97M-V functional and the def2-TZVPD basis) results for 8 unconnected molecules or ions with the total composition C19H54Cl2N2O9 at a distorted geometry.

XYZ file:
```
86
Properties=species:S:1:pos:R:3:mulliken_charge:R:1
C 2.100 -7.806 4.939 -0.6391
O 2.652 -8.314 3.729 -0.3246
C 3.939 -7.899 3.361 -0.6859
C 3.995 -6.735 2.338 -0.4271
N 3.560 -5.488 2.964 -0.1500
C 3.552 -4.319 2.137 -0.9849
C 2.532 -4.259 0.980 -0.2803
O 2.197 -2.903 0.717 -0.3003
C 1.313 -2.772 -0.378 -0.5928
H 1.934 -6.731 4.918 0.2477
H 2.711 -8.082 5.797 0.2888
H 1.088 -8.210 4.955 0.2437
H 4.517 -8.690 2.866 0.3937
H 4.628 -7.689 4.189 0.3526
H 3.340 -7.049 1.510 0.2787
H 4.963 -6.600 1.853 0.3810
H 2.701 -5.595 3.460 0.1615
H 4.523 -4.069 1.704 0.3234
H 3.294 -3.479 2.789 0.3700
H 1.608 -4.825 1.169 0.2950
H 2.909 -4.709 0.052 0.3257
H 0.306 -3.105 -0.108 0.3331
H 1.703 -3.162 -1.320 0.3078
H 1.237 -1.687 -0.482 0.0771
C -2.440 6.833 1.629 -0.7393
O -2.285 5.504 2.041 -0.3736
C -3.012 4.489 1.408 -0.6991
C -2.552 3.085 1.794 -0.4399
N -2.517 3.006 3.240 -0.2279
C -2.276 1.674 3.782 -0.4933
C -1.874 1.906 5.264 -0.5201
O -1.396 0.717 5.903 -0.3695
C -2.392 -0.173 6.311 -0.7065
H -1.622 7.176 0.989 0.2109
H -2.545 7.488 2.492 0.2620
H -3.362 6.924 1.040 0.3628
H -2.830 4.635 0.327 0.4437
H -4.095 4.644 1.480 0.4551
H -1.592 2.842 1.314 0.1829
H -3.207 2.346 1.327 0.3584
H -1.924 3.697 3.671 0.2360
H -1.471 1.167 3.232 0.2664
H -3.113 0.978 3.686 0.3031
H -2.668 2.333 5.876 0.3374
H -0.924 2.439 5.222 0.3406
H -2.927 -0.726 5.525 0.2671
H -3.192 0.308 6.889 0.3142
H -1.890 -0.938 6.904 0.2621
Cl -2.294 1.772 -3.133 -0.2176
C -1.047 2.609 -2.261 0.5311
C -0.106 1.629 -1.603 -0.5800
Cl 0.566 0.330 -2.573 -0.1107
H -1.499 3.158 -1.439 -0.2458
H -0.514 3.206 -2.998 0.0617
H -0.496 1.236 -0.666 0.3328
H 0.775 2.224 -1.353 0.2152
C -4.918 -1.338 -3.494 -0.6057
O -3.602 -1.179 -3.997 -0.3779
H -5.584 -0.489 -3.679 0.2518
H -5.352 -2.239 -3.926 0.2223
H -4.905 -1.485 -2.408 0.2578
H -3.141 -0.650 -3.338 0.2290
C -0.138 5.752 -5.474 -0.4659
O -0.647 6.062 -6.754 -0.5207
H -0.230 4.672 -5.342 0.1393
H 0.915 5.950 -5.259 0.3032
H -0.768 6.237 -4.723 0.2415
H -0.319 6.916 -7.048 0.2976
C 0.827 5.420 -0.980 -0.7880
O 0.323 4.503 -0.022 -0.4366
H 0.060 5.796 -1.668 0.2790
H 1.245 6.287 -0.463 0.3661
H 1.576 4.968 -1.628 0.2938
H -0.400 4.954 0.432 0.2639
C -0.303 -1.167 -5.560 -0.2547
O -1.042 -1.449 -6.751 -0.5401
H 0.674 -0.691 -5.694 0.2676
H -0.844 -0.610 -4.795 0.0618
H -0.125 -2.195 -5.233 0.2074
H -1.367 -0.599 -7.071 0.2893
C 3.584 -1.162 -4.156 -0.3114
O 4.517 -2.153 -3.797 -0.5394
H 2.709 -1.580 -4.656 0.0408
H 3.291 -0.583 -3.276 0.1603
H 3.985 -0.500 -4.935 0.3488
H 5.400 -1.786 -3.760 0.3041
```

The value obtained for the LUMO energy is 0.280 eV. The calculation puts the largest force on an atom at 2.34 eV/A. As for the SMILES: COCCNCCOC.COCCNCCOC.ClCCCl.CO.CO.CO.CO.CO.

Computed E, in the same sequence as the records: -4664.0254 -3271.4382 -2463.1188 Ha.